Entry 1:
{
  "formula": "C2F2NO3S",
  "method": "ωB97M-V with the def2-TZVPD basis set",
  "elements": ["C", "O", "C", "O", "O", "N", "F", "S", "F"],
  "coordinates": [[2.605261, -0.594892, 0.328622], [2.779578, -1.694477, 0.014220], [-1.444261, 0.716105, -0.184203], [2.547460, 0.495203, 0.619000], [-0.365552, -1.364422, -0.331894], [-0.849391, -0.426793, 0.417881], [-1.085387, 1.882577, 0.340697], [-2.946699, 0.059268, 0.335895], [-1.241006, 0.927434, -1.540216]],
  "atomic_forces_ev_per_a": [[0.5, -2.8, -1.0], [-0.1, -0.5, 0.0], [-0.7, -0.7, -1.8], [-0.5, 3.3, 1.0], [-1.2, 2.3, 1.1], [2.5, -2.0, -0.6], [0.8, 1.0, 1.0], [-1.4, 0.0, -0.1], [0.0, -0.6, 0.3]],
  "lowdin_charge": [-0.47, 0.19, -1.13, 0.22, -0.19, -0.21, 0.02, 0.59, -0.02],
  "total_charge": -1,
  "e_lumo_ev": [3.244, 3.244],
  "max_force_ha_per_bohr": 0.0669,
  "de_lowest_kj_mol": 134.2,
  "total_energy_ha": -954.62070
}

Entry 2:
{
  "formula": "C34H41AsFeO7S2Te",
  "method": "ωB97M-V with the def2-TZVPD basis set",
  "elements": ["C", "As", "C", "Fe", "C", "C", "C", "H", "H", "S", "C", "O", "C", "C", "H", "H", "H", "H", "C", "H", "C", "H", "H", "C", "C", "H", "H", "H", "H", "H", "C", "H", "O", "Te", "C", "H", "H", "C", "H", "C", "H", "C", "C", "H", "C", "C", "H", "C", "H", "O", "C", "H", "C", "C", "O", "H", "H", "O", "C", "C", "O", "H", "H", "O", "H", "H", "C", "C", "H", "S", "H", "C", "C", "H", "H", "C", "H", "H", "C", "H", "H", "H", "H", "C", "H", "C", "H"],
  "coordinates": [[1.128372, 3.105771, 2.461122], [-1.473382, -2.412818, -2.355528], [-2.605455, 2.592530, 2.031767], [0.214262, -0.672493, -0.376724], [1.224000, 3.544627, 4.815147], [2.521051, 2.984053, 2.413389], [0.476248, 3.389435, 3.661580], [3.242978, 2.795438, -2.280570], [4.336808, 3.061436, 3.541909], [-1.354790, 1.134945, -2.003316], [-4.529014, 0.563911, -4.372419], [0.094431, -2.301749, -3.188856], [0.064317, -0.453212, 3.200955], [-0.126660, -3.650443, 1.144455], [0.198746, -3.159088, -3.629512], [0.728899, 3.765336, 5.751357], [0.497429, -5.006127, -1.039704], [4.177399, -2.818556, 1.211913], [2.679195, 1.915907, -2.585665], [-1.576013, 5.310824, 0.250374], [2.944375, -0.711209, -2.796488], [1.369532, -0.011650, -4.074469], [-4.522176, 2.396077, 2.959544], [0.426955, -1.541065, 2.205643], [2.610375, 3.421023, 4.771514], [3.825040, -1.978195, -0.281082], [-2.277980, 1.602993, 2.320604], [-0.524024, -0.862494, 4.020626], [3.644741, -0.619552, 1.472875], [-1.645433, -4.632758, -0.024403], [-4.304812, 4.293551, 1.975116], [2.396296, 0.373335, 2.187042], [1.969719, 0.343970, -0.484203], [0.113424, 2.806757, 0.683269], [2.990069, 1.419673, -3.995456], [2.813712, -0.536710, -4.946897], [-0.600506, 3.496398, 3.689213], [-1.785589, 3.426642, 1.281676], [-2.173622, -1.455433, 2.743643], [3.259019, 3.148155, 3.571347], [3.681385, -3.728692, -0.196364], [-2.590051, 0.307598, -2.975373], [2.782991, -0.638289, 2.133624], [1.753392, -5.680072, -0.008646], [-1.093585, -4.779079, 0.910004], [-3.644994, -1.626385, -3.932449], [1.609297, 2.066512, -2.445936], [-2.211382, 4.678244, 0.857440], [-1.816385, -4.864193, 1.718124], [-1.180566, -1.869025, -0.796431], [-4.589560, -0.809062, -4.542056], [-0.537424, 0.338809, 2.746508], [1.728191, -1.615303, 1.673008], [-2.634714, -1.082839, -3.150699], [-1.345427, 2.526902, -2.380690], [3.023306, 2.760031, 1.478259], [2.262380, -1.476448, -2.423640], [-2.038213, -3.924532, -2.517061], [2.456834, -0.010266, -4.062604], [-1.921421, -2.463095, 2.422205], [-0.078479, 0.439000, -2.282614], [-3.824976, 6.083093, 0.890275], [2.518291, 2.070866, -4.730801], [-1.670601, 0.927569, -0.561138], [-5.255677, 1.209104, -4.847512], [0.943131, 0.015094, 3.637929], [1.405535, -4.761576, -0.488302], [-0.499568, -2.561182, 1.928476], [-0.574599, -5.733666, 0.835492], [3.116254, 0.540163, -1.482362], [-5.295029, 4.633324, 2.248260], [-3.481156, 5.110011, 1.214024], [-3.871223, 3.036947, 2.380031], [-2.110423, -3.138330, 3.260408], [-2.609613, -2.728616, 1.620062], [1.126039, -3.669445, 0.517152], [3.942233, -1.137688, -2.911781], [-3.462393, 2.192979, -3.456160], [3.506274, -2.808726, 0.351062], [4.067071, 1.441306, -4.181021], [3.137477, -0.908485, 3.133758], [-3.689468, -2.702606, -4.047594], [3.188720, 3.543153, 5.677665], [2.072682, -2.679090, 0.813031], [2.154214, -4.462379, -1.218574], [-3.529096, 1.121726, -3.588919], [-5.367642, -1.252603, -5.148852]],
  "atomic_forces_ev_per_a": [[0.0, 0.0, 0.0], [-0.3, 0.1, -0.3], [0.0, 0.0, 0.0], [0.1, 0.1, 0.0], [0.1, 0.0, 0.0], [0.0, 0.0, 0.0], [0.0, 0.0, 0.0], [0.0, 0.0, 0.0], [0.0, 0.0, 0.0], [-0.1, 0.0, 0.1], [0.0, -0.1, 0.0], [0.0, -0.1, 0.0], [0.0, -0.1, 0.0], [0.0, -0.1, 0.0], [0.0, 0.1, 0.0], [0.0, 0.0, 0.0], [0.0, 0.0, 0.0], [0.0, 0.0, 0.0], [0.0, -0.1, 0.0], [0.0, 0.0, 0.0], [0.1, 0.0, 0.0], [0.0, 0.0, 0.0], [0.0, 0.0, 0.0], [0.0, 0.1, 0.0], [0.0, 0.0, 0.0], [0.0, 0.1, 0.0], [0.0, 0.0, 0.0], [0.0, 0.0, 0.0], [0.0, 0.0, 0.0], [0.0, 0.0, 0.0], [0.0, 0.0, 0.0], [0.0, 0.1, 0.0], [-0.1, 0.1, 0.2], [-0.1, 0.1, -0.2], [0.0, 0.0, 0.0], [0.0, 0.0, 0.0], [0.0, 0.0, 0.0], [0.0, 0.0, 0.0], [0.0, 0.0, 0.0], [0.0, 0.0, 0.1], [0.0, 0.0, 0.0], [0.0, -0.1, 0.0], [0.0, -0.1, 0.0], [0.0, 0.0, 0.0], [0.0, 0.0, 0.0], [0.0, 0.0, 0.0], [0.0, 0.0, 0.0], [0.0, 0.0, 0.0], [0.0, 0.0, 0.0], [0.3, 0.0, 0.2], [0.0, 0.1, 0.0], [0.0, 0.0, 0.0], [0.0, -0.1, 0.0], [0.1, 0.0, 0.0], [0.0, 0.0, 0.1], [0.0, 0.0, 0.0], [0.0, 0.0, 0.0], [0.0, 0.0, 0.0], [0.0, 0.0, 0.0], [0.0, 0.0, 0.0], [-0.2, -0.2, 0.0], [0.0, 0.0, 0.0], [0.0, 0.0, 0.0], [0.5, 0.0, -0.1], [0.0, 0.0, 0.0], [0.0, 0.0, 0.0], [0.0, 0.0, 0.0], [-0.1, 0.1, 0.1], [0.0, 0.0, 0.0], [0.0, -0.1, -0.1], [0.0, 0.0, 0.0], [0.0, 0.0, 0.0], [0.0, 0.0, 0.0], [0.0, 0.0, 0.0], [0.0, 0.0, 0.0], [0.0, 0.0, 0.0], [0.0, 0.0, 0.0], [0.0, 0.0, 0.0], [0.0, 0.0, 0.0], [0.0, 0.0, 0.0], [0.0, 0.0, 0.0], [0.0, 0.0, 0.0], [0.0, 0.0, 0.0], [0.0, 0.0, 0.0], [0.0, 0.0, 0.0], [0.1, 0.1, 0.1], [0.0, 0.0, 0.0]],
  "lowdin_charge": [-0.51, 0.92, -0.13, 0.84, -0.05, -0.16, -0.10, 0.09, 0.12, 0.47, -0.05, -0.25, -0.03, -0.20, 0.06, 0.12, 0.08, 0.10, -0.30, 0.10, -0.29, 0.09, 0.12, -0.21, -0.04, 0.06, 0.09, 0.09, 0.07, 0.08, -0.05, 0.04, -0.66, 1.81, -0.21, 0.12, 0.10, -0.50, 0.07, -0.06, 0.07, -0.25, -0.05, 0.10, -0.02, -0.08, 0.07, -0.12, 0.08, -0.47, -0.05, 0.05, -0.23, -0.22, -0.31, 0.10, 0.07, -0.43, -0.22, -0.03, -0.40, 0.11, 0.13, -0.43, 0.11, 0.07, -0.03, -0.20, 0.09, 1.03, 0.11, -0.06, -0.05, 0.10, 0.09, -0.18, 0.10, 0.11, -0.02, 0.12, 0.11, 0.10, 0.12, -0.19, 0.07, -0.05, 0.11],
  "multiplicity": 6,
  "total_charge": 1,
  "s_squared": 8.773,
  "e_lumo_ev": [-2.225, -5.833],
  "max_force_ha_per_bohr": 0.0100,
  "de_lowest_kj_mol": 71.4,
  "total_energy_ha": -6410.55709
}

Entry 3:
{
  "formula": "C6H11Cl",
  "method": "ωB97M-V with the def2-TZVPD basis set",
  "elements": ["Cl", "C", "C", "H", "H", "C", "H", "H", "C", "H", "C", "H", "H", "H", "C", "H", "H", "H"],
  "coordinates": [[-2.662324, 1.038140, 0.565996], [-0.852606, -1.603124, -0.971542], [0.433383, -1.761446, 1.162717], [-1.201884, -0.772283, -1.682904], [1.573177, -1.755100, 0.947591], [1.262251, 1.265822, -0.492187], [1.625792, 1.401854, 0.506639], [0.311978, -1.217179, 2.153638], [-0.436644, -1.140573, 0.153106], [1.436890, 0.208950, -0.877941], [-0.920667, 0.928345, 0.541944], [-0.671265, 0.993631, 1.561148], [1.846140, 2.101676, -0.992178], [-0.762555, 1.277105, -1.438410], [-0.247201, 1.623161, -0.556312], [0.199715, -2.829729, 1.364136], [-0.599909, -2.477007, -1.423506], [-0.334272, 2.717760, -0.521936]],
  "atomic_forces_ev_per_a": [[-0.5, 0.1, -0.4], [-1.2, 4.3, -2.0], [1.4, -0.1, 2.2], [-0.2, -1.5, 0.8], [-1.9, 0.3, 0.0], [0.1, 0.6, -1.6], [0.0, -0.5, 0.9], [0.2, -0.8, -1.0], [0.2, 3.3, 2.0], [0.1, 1.6, 0.4], [-0.4, -4.4, -0.7], [1.1, 0.3, 0.9], [-0.5, -1.4, -0.2], [0.2, 0.0, -0.7], [1.3, 0.3, 0.4], [-0.1, 0.6, -0.3], [0.5, -2.7, -0.9], [-0.3, -0.2, 0.2]],
  "lowdin_charge": [0.60, -0.01, -0.12, 0.09, 0.11, -0.10, 0.06, 0.08, -0.26, 0.09, -0.62, 0.04, 0.09, 0.08, -0.34, 0.08, 0.03, 0.11],
  "e_lumo_ev": 0.974,
  "max_force_ha_per_bohr": 0.0956,
  "de_lowest_kj_mol": 295.6,
  "total_energy_ha": -695.27869
}